Entry 1:
DFT (ωB97M-V/def2-TZVPD) results for C49H52BBiN11O5 as an isolated structure.

Its net charge is +1. The value obtained for the largest force on an atom is 0.577 eV Å⁻¹. For the gap between HOMO and LUMO, the calculation gives 7.1 eV. The calculation puts the LUMO energy at -2.989 eV. The value obtained for the total energy is -3116.4177 Eh. For the HOMO energy, the calculation gives -10.12 eV. As for the energy relative to the best compared isomer or geometry (same formula, charge and spin): 89.9 kJ/mol.

Element x y z (Å)
Bi 0.044686 -0.286326 -0.219183
O 4.600742 -1.693411 0.478652
O 1.984096 -1.391092 0.573332
O -1.981376 0.698202 1.338008
O 0.625756 3.196107 3.370464
O 0.503186 1.660967 1.775153
N 0.624099 -0.773998 -3.280256
N 0.462131 -1.525428 -2.152082
N 2.086684 1.086023 -1.134050
N -1.874025 -1.910032 -0.346347
N -0.183396 -1.818496 1.676241
N -2.551864 2.892931 1.552437
N 0.865902 -1.930938 2.520296
N -1.495939 1.019687 -2.004915
N 1.901788 1.307790 -2.473337
N -0.655322 1.422516 -3.007678
N 0.284884 1.561840 5.350023
C 0.507950 -2.884802 -3.912634
C -1.710658 3.369316 0.463814
C 1.982932 -1.737507 1.818470
C -4.295962 0.469904 -0.746822
C 5.074167 1.853356 3.074915
C 0.492654 1.948353 2.949223
C -2.643784 1.590980 1.874694
C 0.663568 -1.583312 -4.353143
C 0.681326 -4.071923 -0.375223
C 5.661845 -2.457362 3.828202
C -1.238006 2.390148 -3.747696
C -5.508251 0.418700 -0.076238
C 5.679493 -2.182250 2.480413
C 2.948749 2.002614 -2.976468
C -3.355418 3.905539 2.226035
C 4.455254 -2.522354 4.530581
C -5.844883 2.750852 -0.510096
C -3.782243 -2.867958 -1.395928
C 3.205710 1.257144 1.685702
C -0.529725 -6.111978 0.013921
C -0.778449 -4.936754 -2.070687
C -4.243567 -3.305941 -0.164981
C 3.802387 1.323088 2.934959
C 4.487907 -1.946430 1.790807
C -1.094901 -6.008128 -1.251404
C -2.291406 -2.372954 0.841747
C 3.264064 -1.996052 2.487695
C -2.597336 -2.154261 -1.436252
C 3.139738 2.373420 -4.410844
C 0.107726 -3.950818 -1.635189
C -4.635218 2.794956 -1.185561
C 0.331688 0.916935 4.045038
C 0.385843 -2.811800 -2.529797
C -3.491710 -3.053814 0.971036
C -3.844001 1.652203 -1.321562
C -6.291534 1.558111 0.042435
C 0.826237 -1.110102 -5.759170
C 5.742743 2.307591 1.945895
C -2.615931 1.742953 -2.143286
C -1.333480 -2.282238 1.955513
C 3.240153 1.679878 -0.802515
C 0.363116 -5.142544 0.447221
C 3.805946 2.269992 -1.939861
C -0.608602 3.072943 -4.915282
C 3.276708 -2.305218 3.856728
C 3.852510 1.719809 0.547877
C -3.591018 1.237493 2.999298
C 5.140496 2.240690 0.701216
C -2.487835 2.621003 -3.222972
B 0.726899 0.779521 -3.320842
H -7.243314 1.517440 0.555926
H 5.697891 2.592110 -0.153064
H -4.612135 1.529207 2.755629
H -0.251445 2.368381 -5.664567
H -5.173497 -3.854167 -0.092297
H -4.302071 3.731498 -1.613129
H -3.229791 3.873519 3.307505
H 0.827220 -5.221929 1.421961
H 0.526108 -3.774337 -4.518142
H -5.844086 -0.518518 0.349995
H -3.316794 1.742303 3.927037
H 1.176044 0.229780 3.960869
H 2.344840 3.014376 -4.784024
H -2.214265 -1.747198 -2.364347
H 2.327335 -2.366903 4.371469
H 0.773157 -1.966407 -6.428340
H -0.909250 3.996454 0.854866
H -1.272117 2.527829 -0.057927
H 6.605497 -2.134561 1.924193
H 5.546079 1.897980 4.047376
H 4.726243 2.817181 -2.020575
H 0.976019 1.061344 -4.444478
H -3.230372 3.297155 -3.609263
H 6.595885 -2.635063 4.345626
H -4.415603 3.801960 1.988325
H -0.634000 1.518476 5.768104
H -4.330607 -3.059331 -2.306593
H -3.553285 0.161583 3.146031
H 4.080813 2.911495 -4.506757
H 0.943074 1.161613 6.001971
H 6.742157 2.712936 2.031825
H 1.785873 -0.616748 -5.908218
H -1.787640 -6.762399 -1.600581
H -0.560228 0.333624 3.804214
H -3.022505 4.882220 1.884397
H -6.446037 3.647068 -0.427656
H 3.186379 1.494143 -5.052569
H -0.775330 -6.951219 0.650864
H 2.218603 0.835766 1.588816
H -1.344759 3.726361 -5.379443
H -1.552091 -2.747508 2.913545
H 0.611381 3.138846 4.355895
H -3.806204 -3.407254 1.943695
H 3.280920 0.932972 3.801853
H -3.696522 -0.420677 -0.834065
H 1.412085 -3.342374 -0.059166
H 0.233936 3.688708 -4.603029
H -1.248963 -4.850957 -3.042393
H -2.315020 3.947637 -0.235215
H 4.448286 -2.755818 5.585982
H 0.041497 -0.406739 -6.035030
H 3.704689 -1.519194 0.127161

Forces on atoms 1 to 2 (eV/Å):
0.1 0.0 0.6
-0.2 0.0 -0.1

Entry 2:
DFT (ωB97M-V/def2-TZVPD) results for C49H52Ge2HfI5S8Sb as an isolated structure at a distorted geometry.

Its net charge is -2. The value obtained for the largest force on an atom is 1.057 eV Å⁻¹. For the gap between HOMO and LUMO, the calculation gives 6.3 eV. The calculation puts the LUMO energy at 3.355 eV. The value obtained for the total energy is -11015.1181 Eh. For the HOMO energy, the calculation gives -2.93 eV. As for the energy relative to the best compared isomer or geometry (same formula, charge and spin): 0.0 kJ/mol.

Element x y z (Å)
Hf 0.284986 -0.822734 -0.564310
I 4.834513 1.579417 -0.979748
I -1.361111 2.559716 1.564919
I -2.044981 3.836763 4.174582
I -0.717483 -1.341443 2.058277
I 1.918547 1.720127 1.193506
Sb -3.112602 0.083477 -0.885434
Ge 2.142430 -2.067289 -3.152108
Ge 2.859696 -3.311686 -0.532099
S 0.957363 -3.433815 -1.767822
S -1.776845 -1.821705 -1.485626
S -0.916376 1.367785 -0.706048
S 2.512328 -1.513278 0.596062
S 4.111210 -2.769209 -2.304555
S -4.359981 -0.190175 0.942322
S 1.539490 -0.034449 -2.619299
S -4.068692 1.123814 -2.651974
C 0.780854 -4.579949 2.639552
C 6.451753 -3.796899 -0.614258
C 2.163198 -1.936108 -7.911159
C 3.385296 -2.281970 -5.843686
C 2.611118 -5.902026 0.863273
C 3.476629 -4.856931 0.493386
C 1.623490 -7.168003 -1.622645
C 6.682241 -1.598807 1.076075
C 3.353957 -2.104155 -7.230247
C 4.022265 1.365768 0.966640
C 1.159105 -5.876665 0.497684
C 6.932598 -1.692119 -4.677931
C -0.393057 -2.301763 -5.206323
C -3.021837 -5.624039 -0.459836
C 5.191573 -2.657046 2.797238
C 0.975487 -1.982490 -7.203669
C 7.251136 -2.707865 -0.954539
C -2.194018 -3.766229 -4.585303
C 5.591903 -1.448284 -4.977959
C -1.558371 -5.721468 -0.122852
C 4.767508 -2.523990 -5.302647
C 6.370674 -4.965147 -1.566249
C 5.738087 -3.754251 0.583540
C 4.800196 -4.861922 0.957495
C 0.681144 -6.485382 -0.667348
C 3.091881 -6.943692 1.653279
C -1.060363 -5.121051 1.020607
C -4.507878 -2.888608 -4.098456
C 4.408410 -6.954419 2.090979
C 0.287014 -5.203757 1.358368
C -0.860535 -3.601092 -4.934893
C 7.461055 -2.973880 -4.706616
C 5.255499 -5.911978 1.747085
C -0.800888 0.196216 -5.408365
C 6.606203 -4.034476 -4.995539
C -1.255358 -1.209304 -5.113737
C -3.071040 -2.687310 -4.503329
C 5.879371 -2.663469 1.456550
C 4.346691 -4.997054 -5.527668
C 5.265205 -3.831480 -5.282151
C 0.967919 -2.147958 -5.822319
C -0.676487 -6.415866 -0.948162
C 2.180921 -2.268269 -5.111612
C 5.034892 -0.047717 -4.913190
C 8.170605 -0.400934 -0.566652
C 8.925810 -3.221589 -4.443652
C 7.359842 -1.594958 -0.138590
C 0.021806 -4.821526 -5.053805
C -2.583918 -1.421746 -4.764074
H 8.587598 0.128037 0.291756
H 0.004775 -3.963569 3.088946
H 4.894560 -5.938883 -5.482425
H 6.780412 -0.748331 1.744525
H 9.444048 -3.525723 -5.356848
H 3.850068 -4.925165 -6.497813
H -1.050673 -6.873396 -1.860271
H -2.556159 -4.767888 -4.371997
H -3.157319 -5.276657 -1.483040
H 4.231941 0.341620 1.254243
H 0.254445 0.334990 -5.177791
H 0.631688 -4.954210 -4.153827
H 0.024330 -1.895977 -7.716006
H 4.770154 -7.766416 2.710707
H 4.644042 0.276243 -5.879896
H 7.375172 -5.301564 -1.836822
H -3.529047 -4.919446 0.198685
H 7.539408 0.306831 -1.108747
H 5.803584 0.657495 -4.595327
H 5.858530 -4.663659 -2.484510
H 2.181042 -7.973432 -1.137969
H 7.774910 -2.720983 -1.902429
H 4.208956 0.014461 -4.198737
H -3.513739 -6.596084 -0.367655
H 1.647165 -3.936891 2.471755
H 7.572867 -0.855732 -4.413496
H 5.456041 -1.760109 3.358070
H -0.592754 -5.715788 -5.171946
H 6.284695 -5.901256 2.089089
H 4.295044 -2.105566 -7.768712
H 9.415123 -2.322891 -4.066166
H 2.412552 -7.741237 1.932518
H 2.362777 -6.459052 -2.012035
H -1.723570 -4.541631 1.654301
H 4.526592 2.086468 1.598768
H -4.566170 -3.251590 -3.069340
H 1.077545 -7.584623 -2.469572
H 4.106904 -2.674549 2.684783
H -0.952726 0.441851 -6.464559
H 3.562241 -5.018672 -4.765441
H -4.998618 -3.623101 -4.741054
H 2.160442 -1.791464 -8.984911
H 9.068889 -4.018757 -3.710372
H 5.830474 -5.810494 -1.143481
H 8.991223 -0.695536 -1.223663
H -3.236672 -0.561063 -4.644076
H 5.475284 -3.530358 3.390063
H -1.378856 0.902325 -4.809072
H 6.994876 -5.049332 -4.989280
H 1.078977 -5.356322 3.350769
H -5.064089 -1.951327 -4.142398
H 0.704041 -4.758459 -5.902928

Forces on atoms 1 to 2 (eV/Å):
-0.2 -0.8 0.7
-0.2 0.1 -0.1